Entry 1:
One molecule with the formula C6H12, computed with the ωB97M-V functional and the def2-TZVPD basis.

```
! wB97M-V def2-TZVPD RIJCOSX def2/J DEFGRID3
* xyz 0 1
C 2.05058 0.21997 -0.46878
C 0.81495 -0.62594 -0.25527
C 0.24674 -0.79896 1.12960
C -0.54080 -0.05340 0.08440
C -0.74021 1.44247 0.23429
C -1.75160 -0.75996 -0.49341
H 2.12439 1.02789 0.26699
H 2.95366 -0.39183 -0.36287
H 2.06708 0.67455 -1.46653
H 0.78209 -1.51268 -0.88907
H 0.70874 -0.22140 1.92834
H -0.10452 -1.78025 1.44025
H -1.16653 1.86748 -0.68306
H 0.19246 1.97515 0.44154
H -1.43650 1.65894 1.05366
H -1.58983 -1.84151 -0.56467
H -1.98027 -0.38691 -1.49975
H -2.63660 -0.59476 0.13426
*
```

Computed properties:
Lowest unoccupied orbital energy   0.041 Ha
HOMO-LUMO gap   10.8 eV
HOMO energy   -0.3551 Ha

Entry 2:
A 2-piece molecular cluster, C4H14N2O overall, computed with the ωB97M-V functional and the def2-TZVPD basis.

```
! wB97M-V def2-TZVPD RIJCOSX def2/J DEFGRID3
* xyz -1 2
N 1.38241 -1.35570 0.12700
C 0.44934 -0.66131 1.13502
C 1.34849 -0.13261 2.26936
C -0.29305 0.39079 0.48795
N -1.08189 -0.11572 -0.72140
C -1.97533 0.90274 -1.31647
H 1.94467 -2.11697 0.61453
H 0.82636 -1.74809 -0.61220
H -0.38298 -1.29236 1.53204
H 2.05375 -0.91468 2.47966
H 1.95086 0.72563 2.11013
H 0.77787 0.02775 3.22999
H -0.98331 1.02858 1.17696
H 0.54995 1.05591 0.03052
H -1.51889 -0.91477 -0.37054
H -1.35401 1.68276 -1.71648
H -2.51971 1.33230 -0.45847
H -2.79346 0.57651 -2.01326
H 0.56495 1.17711 -3.04193
H 0.26826 0.10129 -2.05750
O 0.78571 0.25086 -2.88489
*
```

Computed properties:
Lowest unoccupied orbital energy (spin up / spin down)   0.145 / 0.145 Ha
HOMO-LUMO gap (spin up / spin down)   2.7 / 9.5 eV
HOMO energy (spin up / spin down)   0.0459 / -0.2052 Ha

Entry 3:
One molecule with the formula C5H8N2, computed with the ωB97M-V functional and the def2-TZVPD basis.

```
! wB97M-V def2-TZVPD RIJCOSX def2/J DEFGRID3
* xyz 0 1
N 2.22978 -0.11481 -0.47338
C 0.88813 -0.46746 -0.10257
C 0.40411 -0.08577 1.34615
N 0.63942 0.12376 2.47404
C -0.05423 0.11713 -1.05938
C -1.37846 0.58927 -0.60023
C -1.66426 -0.09146 0.65580
H 2.93999 -0.59819 0.06374
H 2.37519 0.88443 -0.39024
H 0.84851 -1.56520 -0.01714
H 0.19516 0.03277 -2.11562
H -1.48843 1.68417 -0.58489
H -2.08198 0.21914 -1.36854
H -1.81230 -1.16623 0.64582
H -2.04064 0.43845 1.52644
*
```

Computed properties:
Lowest unoccupied orbital energy (spin up / spin down)   -0.001 / -0.014 Ha
HOMO-LUMO gap (spin up / spin down)   7.9 / 7.9 eV
HOMO energy (spin up / spin down)   -0.2896 / -0.3031 Ha

Entry 4:
C37H23AsBr4CsN3O4 as an isolated structure, computed with the ωB97M-V functional and the def2-TZVPD basis.

```
! wB97M-V def2-TZVPD RIJCOSX def2/J DEFGRID3
* xyz -2 1
Cs 0.69019 0.40451 1.26119
O 2.71539 0.91256 6.13777
C 3.47174 -0.16679 6.36995
C 3.82372 -0.49444 7.68111
C 4.64729 -1.57168 7.94045
C 5.11898 -2.35547 6.89630
C 4.75747 -2.05546 5.59698
C 3.93617 -0.97068 5.31082
C 3.57033 -0.62337 3.91336
O 2.94598 0.45221 3.66558
N 4.08013 -1.43260 3.01290
N 3.69656 -1.43454 1.75802
C 4.56423 -1.64453 0.82969
C 4.19402 -1.70673 -0.55534
C 5.13824 -2.10879 -1.52314
C 4.78027 -2.12359 -2.85269
C 3.49798 -1.72130 -3.20949
C 2.64105 -1.32499 -2.19127
N 2.96116 -1.32660 -0.91565
H 2.64663 0.95300 5.12419
H 3.45495 0.12027 8.48880
H 4.93067 -1.79980 8.96035
H 5.77594 -3.19153 7.09993
H 5.12152 -2.64132 4.76466
H 5.63311 -1.74524 1.05761
H 6.13786 -2.39293 -1.22201
H 5.49056 -2.43725 -3.60773
H 3.17259 -1.70857 -4.23915
H 1.63796 -0.97661 -2.41730
Br -4.45864 5.11074 2.30268
C -3.54952 3.46637 2.06729
C -3.97184 2.34388 2.73806
Br -5.45074 2.43142 3.92067
C -3.30102 1.13871 2.53636
Br -3.88199 -0.44047 3.43066
C -2.22654 0.99222 1.66619
O -1.64079 -0.12089 1.44168
C -1.76882 2.19222 0.96465
O -0.76833 2.09333 0.16100
C -2.45476 3.37448 1.20340
Br -1.89357 4.91205 0.21911
C -2.24582 -3.36209 -4.63194
C -3.21081 -2.41025 -4.35084
C -2.97938 -1.44794 -3.38285
C -1.78752 -1.41332 -2.66829
C -0.85365 -2.41055 -2.92860
C -1.06868 -3.36827 -3.90407
As -1.28095 0.00499 -1.31807
C -1.03602 1.29566 -2.76407
C 0.10698 1.53408 -3.50634
C 0.07404 2.42358 -4.56910
C -1.10270 3.07403 -4.89863
C -2.23632 2.89094 -4.12955
C -2.20356 2.02150 -3.04616
C -3.31845 1.74195 -2.14884
C -4.54850 2.39184 -2.15199
C -5.54358 1.98447 -1.28261
C -5.33058 0.92020 -0.42037
C -4.09743 0.28789 -0.39583
C -3.07914 0.70850 -1.23040
H -2.41655 -4.10403 -5.40250
H -4.14822 -2.41589 -4.89466
H -3.74608 -0.70905 -3.18202
H 0.05893 -2.43923 -2.34100
H -0.31891 -4.12427 -4.10430
H 1.03863 1.03413 -3.25843
H 0.96853 2.60342 -5.15047
H -1.13638 3.73247 -5.75627
H -3.15081 3.40723 -4.39196
H -4.73329 3.22083 -2.82150
H -6.50038 2.49239 -1.27954
H -6.12107 0.59069 0.24235
H -3.91850 -0.53770 0.28120
*
```

Computed properties:
Lowest unoccupied orbital energy   0.139 Ha
HOMO-LUMO gap   5.2 eV
HOMO energy   -0.0539 Ha

Entry 5:
C28H51F5GaN4O4SSbTe as an isolated structure, computed with the ωB97M-V functional and the def2-TZVPD basis.

```
! wB97M-V def2-TZVPD RIJCOSX def2/J DEFGRID3
* xyz 2 1
Ga -0.09286 -0.04305 0.60962
C 6.41310 0.76126 -3.46761
O 4.99843 0.59930 -3.31524
C 4.48213 0.54955 -2.08790
C 5.25031 0.66469 -0.91009
C 4.60943 0.59272 0.29328
C 3.21153 0.40413 0.41130
C 2.58874 0.32795 1.68768
C 3.30282 0.54518 2.98219
O 1.34881 0.10290 1.84066
C 2.44922 0.29374 -0.79427
O 1.14422 0.10255 -0.81480
C 3.10561 0.37352 -2.01937
H 6.59005 0.76143 -4.53777
H 6.94583 -0.07014 -3.00576
H 6.73939 1.70923 -3.03928
H 6.31825 0.80647 -0.94713
H 5.20806 0.67979 1.18677
H 4.38283 0.56764 2.91895
H 2.98941 -0.23173 3.67866
H 2.94335 1.49862 3.37719
H 2.54077 0.27744 -2.93652
F -1.36066 3.99481 1.11628
Te -1.01183 2.62564 2.38457
F 0.26218 1.93436 3.61884
F 0.68368 2.92152 1.55687
F -0.98495 4.02534 3.59075
F -2.89995 2.80308 2.47202
O -1.31009 1.24011 1.16825
C -3.44948 -1.10852 -1.91316
C -2.31966 -2.06899 -2.27000
C -2.85847 -3.43179 -2.69569
Sb -0.93073 -2.22191 -0.65331
C -1.70257 -3.67246 0.72414
C -1.61036 -5.11888 0.24889
C -3.12779 -3.29859 1.12506
C 0.91276 -2.99475 -1.40423
C 1.78076 -3.39573 -0.21221
C 0.76107 -4.10878 -2.43229
H -4.10072 -0.95679 -2.77728
H -3.07581 -0.13736 -1.58967
H -4.06849 -1.50668 -1.10848
H -1.71199 -1.65090 -3.07901
H -3.53808 -3.83515 -1.94587
H -2.07833 -4.16791 -2.88304
H -3.42916 -3.31607 -3.61922
H -1.04317 -3.54815 1.58718
H -2.24563 -5.31140 -0.61463
H -1.94892 -5.77630 1.05202
H -0.59347 -5.41575 -0.00190
H -3.83358 -3.52028 0.32344
H -3.23110 -2.24626 1.39555
H -3.43109 -3.88635 1.99298
H 1.35949 -2.12224 -1.88402
H 1.43284 -4.32168 0.24699
H 1.81272 -2.62793 0.56743
H 2.80834 -3.56013 -0.54150
H 0.29372 -5.00048 -2.01542
H 1.74978 -4.40134 -2.79272
H 0.18278 -3.79503 -3.30218
C 0.07202 -0.92887 6.12771
N -0.82107 0.00368 5.46362
C -1.24603 1.23782 6.11860
C -2.39426 1.67777 5.22287
N -2.02539 1.06101 3.91644
C -1.24559 -0.10525 4.22564
S -1.00330 -1.34820 3.14941
H -0.48716 -1.54279 6.83332
H 0.83007 -0.36138 6.66539
H 0.53767 -1.56524 5.38061
H -0.41799 1.94995 6.12420
H -1.56023 1.03394 7.14042
H -2.49689 2.75448 5.12179
H -3.33913 1.24639 5.55432
H -2.82919 0.81476 3.34703
C -0.00096 4.30522 -2.50159
C 0.17739 3.07740 -1.58309
N -0.87790 2.09245 -1.82341
C -0.75371 1.58470 -3.18271
C -0.81365 2.73980 -4.21175
N -1.12316 3.99438 -3.45019
C -2.41122 3.83220 -2.69384
C -2.18692 2.72411 -1.64191
H 0.87711 4.52172 -3.10824
H -0.28564 5.20296 -1.95432
H 0.14470 3.39199 -0.55152
H 1.13951 2.59926 -1.76561
H -1.55936 0.87320 -3.36876
H 0.19507 1.05626 -3.26713
H -1.59590 2.61289 -4.95831
H 0.13480 2.90440 -4.72119
H -1.22405 4.76561 -4.10744
H -3.17677 3.58580 -3.42894
H -2.64733 4.79732 -2.24761
H -2.97039 1.97437 -1.72639
H -2.22865 3.14249 -0.64336
*
```

Computed properties:
Lowest unoccupied orbital energy   -0.209 Ha
HOMO-LUMO gap   7.6 eV
HOMO energy   -0.4886 Ha

Entry 6:
One molecule with the formula C6H5F, computed with the ωB97M-V functional and the def2-TZVPD basis.

```
! wB97M-V def2-TZVPD RIJCOSX def2/J DEFGRID3
* xyz 0 1
C -0.67473 -1.54255 -0.04583
C -1.21645 -0.30442 0.04441
C 0.74375 -1.51697 0.04194
C 1.20050 -0.26918 -0.03045
C -0.16640 0.63428 0.03237
C -0.12051 1.98140 0.01549
F 2.36694 0.39985 -0.05626
H -1.15739 -2.44244 -0.06919
H -2.18678 0.07365 0.06520
H 1.48764 -2.27904 0.09798
H 0.68546 2.63667 -0.10265
H -0.96204 2.62874 0.00700
*
```

Computed properties:
Lowest unoccupied orbital energy   -0.002 Ha
HOMO-LUMO gap   8.4 eV
HOMO energy   -0.3123 Ha

Computed relative energy (zero: lowest compared OMol25 entry of this formula, charge and spin) (kJ/mol) in order:
85.1 112.0 433.6 151.1 114.8 207.0
Computed strongest force on any atom (eV/A) in order:
0.20 5.11 1.37 4.70 1.03 5.21